[1]
{
  "formula": "C4H8N2O",
  "method": "the ωB97M-V functional and the def2-TZVPD basis",
  "species": ["C", "C", "C", "C", "N", "N", "O", "H", "H", "H", "H", "H", "H", "H", "H"],
  "coordinates": [[0.0017, 0.8712, -0.2176], [-1.0039, 0.2511, 0.7179], [0.6744, -0.1945, -0.9376], [-1.9474, -0.6066, -0.1063], [1.5928, -0.9318, -0.3311], [2.1017, -0.9080, 0.8518], [-2.7366, -1.3542, 0.3436], [-0.6706, 1.4488, -0.9059], [0.6490, 1.6134, 0.3597], [-0.4989, -0.3590, 1.4593], [-1.7092, 0.9479, 1.1572], [0.5963, -0.3651, -2.0411], [-1.7696, -0.7163, -1.2756], [1.9183, -1.7095, -0.9678], [2.8751, -1.6466, 0.9263]],
  "lumo_energy_ha": [0.0213, 0.0213],
  "gap_ha": [0.3132, 0.3132],
  "e_homo_ev": [-7.944, -7.943],
  "energy_ev": -9302.148,
  "fmax_ha_per_bohr": 0.06219
}

[2]
{
  "formula": "C12H31N3O4PS",
  "method": "the ωB97M-V functional and the def2-TZVPD basis",
  "species": ["C", "C", "O", "P", "O", "C", "C", "C", "S", "C", "C", "C", "O", "C", "C", "N", "N", "N", "O", "C", "C", "H", "H", "H", "H", "H", "H", "H", "H", "H", "H", "H", "H", "H", "H", "H", "H", "H", "H", "H", "H", "H", "H", "H", "H", "H", "H", "H", "H", "H", "H", "H"],
  "coordinates": [[4.4522, 2.0354, 2.2146], [4.8687, 2.0565, 0.5948], [4.1127, 0.9427, -0.0168], [2.5228, 1.5107, -0.5700], [2.6012, 1.4794, -2.1593], [1.2559, 0.1847, -0.0386], [0.9678, 0.0994, 1.5727], [0.5317, -1.3800, 2.1266], [-1.0324, -2.0741, 1.2755], [-0.4932, -2.7034, -0.4204], [-1.2004, -4.1445, -0.8319], [-1.1296, -4.2078, -2.4997], [-2.0635, -3.2468, -3.1301], [-2.2577, -0.6628, 1.1577], [-3.0850, -0.5691, -0.2532], [-3.6146, -1.8842, -0.7796], [-4.3305, 0.2926, 0.0442], [-2.3038, 0.2432, -1.3065], [2.0720, 3.0503, 0.1045], [1.1122, 3.7790, -0.7370], [-0.2173, 4.1243, 0.2173], [5.2845, 2.5516, 2.8565], [4.3751, 0.8749, 2.4837], [3.3751, 2.4719, 2.3584], [4.6811, 3.1018, 0.0938], [6.0312, 1.8346, 0.4402], [1.6550, -0.8811, -0.3755], [0.2337, 0.3543, -0.5842], [0.2322, 0.9722, 1.8776], [2.0010, 0.3652, 2.1086], [0.2526, -1.2371, 3.2777], [1.3943, -2.1795, 2.0866], [-0.6563, -1.8593, -1.2467], [0.6850, -2.8641, -0.3770], [-2.3103, -4.2255, -0.4570], [-0.5925, -5.0477, -0.3891], [-0.0072, -3.8972, -2.7626], [-1.3710, -5.3105, -2.8223], [-1.5635, -2.4949, -3.5645], [-3.0704, -0.8544, 2.0111], [-1.8139, 0.4039, 1.3848], [-4.3279, -2.3111, -0.1493], [-3.9697, -1.7201, -1.7467], [-4.0240, 1.0786, 0.6580], [-5.0138, -0.2983, 0.5776], [-2.9616, 0.5679, -2.0727], [-2.0555, 1.1482, -0.8059], [1.5756, 4.8333, -1.0261], [0.6899, 3.1810, -1.6492], [-0.6491, 5.1333, -0.1926], [-0.9329, 3.2012, 0.0955], [0.0840, 4.1814, 1.3465]],
  "lumo_energy_ha": -0.1065,
  "gap_ha": 0.3511,
  "e_homo_ev": -12.451,
  "energy_ev": -45719.553,
  "fmax_ha_per_bohr": 0.11338,
  "total_charge": 1
}

[3]
{
  "formula": "C12H28AlBFO9S",
  "method": "the ωB97M-V functional and the def2-TZVPD basis",
  "species": ["C", "O", "B", "O", "Al", "C", "C", "C", "O", "S", "O", "O", "F", "H", "H", "H", "H", "H", "H", "H", "H", "H", "H", "H", "H", "O", "C", "O", "C", "C", "C", "H", "H", "H", "H", "H", "H", "H", "H", "O", "C", "O", "C", "C", "C", "H", "H", "H", "H", "H", "H", "H", "H"],
  "coordinates": [[-3.2334, 2.3251, -1.4388], [-2.0624, 3.0366, -1.8076], [-0.9666, 2.3373, -2.3417], [-0.5198, 2.8518, -3.5414], [-0.0380, 0.6371, -1.3808], [1.0264, -0.4610, -2.6920], [0.8130, -1.9908, -2.7196], [0.3975, -2.5823, -1.3854], [1.2375, -2.0012, -0.3911], [1.5753, 1.6779, 0.0810], [0.9721, 2.2683, 1.2582], [2.4943, 2.5213, -0.6534], [2.5612, 0.5285, 0.7042], [-4.0500, 2.5901, -2.1148], [-3.5164, 2.6000, -0.4250], [-3.0894, 1.2427, -1.4721], [-1.1219, 3.5627, -3.8089], [-1.0761, -0.1686, -0.4509], [2.0902, -0.2700, -2.5286], [0.7865, -0.0577, -3.6806], [0.0904, -2.2882, -3.4846], [1.7506, -2.4840, -3.0027], [0.5331, -3.6717, -1.4069], [-0.6602, -2.3947, -1.1749], [1.0825, -2.4660, 0.4418], [-5.2067, 3.2782, 0.8618], [-4.6176, 4.0132, 1.6035], [-4.2743, 3.5514, 2.8254], [-3.4038, 4.2711, 3.7027], [-4.1405, 5.3185, 4.5127], [-4.2878, 5.4353, 1.2135], [-2.5648, 4.6920, 3.1481], [-2.9935, 3.5066, 4.3600], [-4.5769, 6.0875, 3.8749], [-3.4574, 5.8009, 5.2128], [-4.9497, 4.8543, 5.0772], [-5.1709, 6.0509, 1.3862], [-4.0623, 5.4364, 0.1499], [-3.4451, 5.8675, 1.7447], [3.3577, -7.0960, -1.9995], [3.7591, -6.4937, -1.0411], [3.1284, -5.3659, -0.6707], [3.4410, -4.6742, 0.5466], [4.6185, -3.7371, 0.3934], [4.9931, -6.9472, -0.2893], [3.5707, -5.3921, 1.3585], [2.5516, -4.0915, 0.7722], [5.5345, -4.2748, 0.1438], [4.7825, -3.1855, 1.3192], [4.4141, -3.0226, -0.4033], [5.8689, -6.5911, -0.8312], [5.0020, -8.0342, -0.2933], [5.0531, -6.6009, 0.7380]],
  "lumo_energy_ha": 0.0905,
  "gap_ha": 0.2733,
  "e_homo_ev": -4.974,
  "energy_ev": -52155.587,
  "fmax_ha_per_bohr": 0.01413,
  "total_charge": -1
}

[4]
{
  "formula": "C31H55BrINO15P4S",
  "method": "the ωB97M-V functional and the def2-TZVPD basis",
  "species": ["C", "C", "O", "C", "C", "C", "C", "C", "C", "C", "C", "C", "C", "P", "O", "I", "C", "N", "C", "C", "C", "C", "Br", "C", "C", "C", "C", "O", "C", "S", "H", "H", "H", "H", "H", "H", "H", "H", "H", "H", "H", "H", "H", "H", "H", "H", "H", "H", "H", "H", "H", "H", "H", "H", "H", "H", "H", "H", "C", "O", "P", "O", "O", "C", "O", "C", "H", "H", "H", "H", "H", "H", "H", "H", "H", "C", "O", "P", "O", "O", "C", "O", "C", "H", "H", "H", "H", "H", "H", "H", "H", "H", "C", "O", "P", "O", "O", "C", "O", "C", "H", "H", "H", "H", "H", "H", "H", "H", "H"],
  "coordinates": [[-0.0185, 1.2746, -5.3306], [-1.4824, 1.3693, -4.8955], [-2.2940, 0.6843, -5.8268], [-3.6855, 0.7489, -5.4929], [-4.2158, -0.6691, -5.3761], [-3.4164, -1.5177, -4.3505], [-4.3394, -2.3914, -3.4809], [-4.7598, -1.6716, -2.1874], [-3.8742, -2.0261, -1.0123], [-3.6363, -3.3566, -0.6802], [-2.7956, -3.6360, 0.3841], [-2.1932, -2.6207, 1.1182], [-2.4605, -1.2988, 0.8019], [-1.6455, -0.0683, 1.8946], [-0.0371, -0.0834, 1.5755], [-2.5545, 2.1080, 1.1341], [-3.3016, -1.0042, -0.2694], [-1.2939, -2.9137, 2.1914], [-0.2797, -3.8387, 1.7720], [1.0556, -3.5492, 1.9736], [2.0386, -4.4454, 1.5671], [3.5164, -4.1107, 1.7415], [3.8568, -2.7807, 3.1206], [4.4329, -5.3490, 1.9029], [5.3563, -5.4620, 0.6814], [1.6499, -5.6479, 0.9859], [0.3181, -5.9553, 0.7723], [-0.0245, -7.1488, 0.2019], [-0.6388, -5.0309, 1.1561], [-2.3796, -5.2933, 0.8853], [0.1639, 0.3811, -5.9243], [0.2532, 2.1533, -5.9126], [0.5961, 1.2354, -4.4310], [-1.5843, 0.9545, -3.8853], [-1.7551, 2.4310, -4.8516], [-3.8050, 1.3038, -4.5590], [-4.1936, 1.2707, -6.3092], [-5.2562, -0.6757, -5.0389], [-4.1557, -1.1721, -6.3412], [-2.7207, -0.9203, -3.7610], [-2.8121, -2.2101, -4.9408], [-5.2029, -2.6476, -4.0997], [-3.8207, -3.3333, -3.2962], [-4.6853, -0.6027, -2.4005], [-5.8104, -1.8441, -1.9456], [-4.0972, -4.1616, -1.2365], [0.1133, 0.1601, 0.6495], [-3.5068, 0.0290, -0.5144], [-1.7998, -3.3717, 2.9491], [1.2838, -2.5943, 2.4241], [3.8033, -3.6384, 0.8010], [5.0828, -5.1282, 2.7494], [3.8659, -6.2578, 2.0758], [6.0512, -6.2943, 0.7681], [4.7386, -5.5741, -0.2147], [5.9040, -4.5287, 0.5400], [2.4101, -6.3540, 0.6807], [-0.6079, -6.9921, -0.5507], [11.0600, 0.4567, 4.6966], [9.6434, 0.4128, 4.9496], [8.7188, -0.4361, 3.9268], [9.1211, 0.0094, 2.5728], [7.3649, 0.2509, 4.4758], [7.1237, 1.6236, 4.1797], [8.0629, -1.8874, 3.7638], [6.8647, -1.9665, 2.9818], [11.5533, 0.7089, 5.6327], [11.4369, -0.4991, 4.3408], [11.2686, 1.2298, 3.9603], [7.6309, 1.9282, 3.2638], [7.4548, 2.2489, 5.0096], [6.0495, 1.7471, 4.0499], [6.9529, -1.3849, 2.0634], [6.0089, -1.6294, 3.5551], [6.7195, -3.0117, 2.7214], [4.9055, 6.1868, 2.7156], [3.4827, 6.0933, 2.9153], [2.6532, 5.0689, 1.9755], [3.0950, 5.3604, 0.5922], [1.2410, 5.7389, 2.3755], [0.9424, 7.0470, 1.8945], [2.0865, 3.5716, 1.9758], [0.9364, 3.3150, 1.1662], [5.3402, 6.5845, 3.6299], [5.3485, 5.2168, 2.5020], [5.1077, 6.8705, 1.8941], [1.4761, 7.2619, 0.9684], [1.1999, 7.7909, 2.6488], [-0.1291, 7.0908, 1.7065], [1.0343, 3.7773, 0.1838], [0.0379, 3.6702, 1.6611], [0.8672, 2.2388, 1.0434], [-9.0625, 2.1224, -4.1374], [-8.8841, 2.7802, -2.8687], [-7.4833, 2.5595, -2.0907], [-7.2583, 1.0931, -2.0982], [-8.0807, 3.1329, -0.7080], [-9.0515, 2.3589, -0.0056], [-6.0450, 3.2389, -1.8999], [-5.3649, 2.9693, -0.6706], [-9.8365, 2.6601, -4.6802], [-8.1477, 2.1237, -4.7255], [-9.3879, 1.0984, -3.9671], [-8.9503, 1.2966, -0.2287], [-10.0557, 2.6954, -0.2638], [-8.8886, 2.5164, 1.0590], [-5.4242, 1.9160, -0.4001], [-5.7683, 3.5842, 0.1324], [-4.3213, 3.2353, -0.8217]],
  "lumo_energy_ha": 0.0029,
  "smiles": "CCOCCCCCc1cc2c(c(P(O)I)c1)Nc1cc([C@@H](Br)CC)cc(O)c1S2.COP(=O)(OC)OC.COP(=O)(OC)OC.COP(=O)(OC)OC",
  "gap_ha": 0.3159,
  "e_homo_ev": -8.516,
  "energy_ev": -191378.487,
  "fmax_ha_per_bohr": 0.10264
}

[5]
{
  "formula": "C14H27AlF6NO5",
  "method": "the ωB97M-V functional and the def2-TZVPD basis",
  "species": ["C", "C", "C", "C", "O", "Al", "C", "C", "N", "H", "H", "H", "H", "H", "H", "H", "H", "H", "H", "H", "H", "H", "H", "H", "H", "H", "C", "C", "O", "C", "O", "C", "F", "F", "F", "H", "H", "H", "H", "H", "C", "C", "O", "C", "O", "C", "F", "F", "F", "H", "H", "H", "H", "H"],
  "coordinates": [[4.8169, -0.6470, 0.6083], [6.0446, 0.4233, 0.9338], [5.5493, 1.5903, 1.9862], [5.8381, 3.1380, 1.4304], [4.4815, 3.7777, 1.3761], [3.8628, 3.4959, -0.3803], [1.9521, 2.7650, -0.5256], [1.5119, 1.7173, 0.6547], [0.2066, 2.1691, 1.3422], [3.7486, -0.2182, 0.8624], [4.8031, -0.8794, -0.5535], [4.9281, -1.6519, 1.1996], [6.4331, 0.8538, -0.0859], [6.9055, -0.1769, 1.5017], [4.3961, 1.4600, 2.1377], [6.0403, 1.4652, 3.0656], [6.3663, 3.1479, 0.3822], [6.5337, 3.6328, 2.2359], [4.8589, 2.5770, -1.2121], [3.8504, 4.9225, -1.1342], [1.1657, 3.6410, -0.5944], [1.8796, 2.1833, -1.5603], [1.2629, 0.6593, 0.1643], [2.3190, 1.5218, 1.4786], [0.4782, 2.5697, 2.2885], [-0.2532, 1.2424, 1.5905], [-1.8984, -4.0292, 2.6351], [-0.8089, -4.3881, 1.6408], [-0.9915, -3.6762, 0.4087], [-0.5487, -2.3782, 0.3913], [-0.0267, -1.8201, 1.3521], [-0.7591, -1.7559, -0.9890], [-2.0003, -2.0081, -1.4968], [0.1299, -2.2304, -1.9073], [-0.6199, -0.4000, -0.9898], [-2.8882, -4.1947, 2.1968], [-1.8074, -4.6301, 3.5436], [-1.8473, -2.9720, 2.9131], [-0.8694, -5.4555, 1.4031], [0.1908, -4.2065, 2.0522], [-4.2222, -0.3058, -1.4009], [-5.1149, 0.8507, -1.8130], [-6.0356, 0.4424, -2.8347], [-7.1488, -0.2351, -2.4070], [-7.3785, -0.5007, -1.2306], [-8.0639, -0.5661, -3.5859], [-7.3838, -1.0761, -4.6535], [-8.7250, 0.5333, -4.0475], [-9.0223, -1.4844, -3.2760], [-3.7184, -0.7326, -2.2747], [-3.4679, 0.0237, -0.6819], [-4.8051, -1.1125, -0.9455], [-4.5010, 1.6510, -2.2399], [-5.6476, 1.2770, -0.9551]],
  "lumo_energy_ha": 0.0733,
  "gap_ha": 0.2344,
  "e_homo_ev": -4.386,
  "energy_ev": -49584.380,
  "fmax_ha_per_bohr": 0.06457,
  "total_charge": -1
}

[6]
{
  "formula": "C3H6N2S",
  "method": "the ωB97M-V functional and the def2-TZVPD basis",
  "species": ["C", "N", "C", "N", "C", "S", "H", "H", "H", "H", "H", "H"],
  "coordinates": [[0.2619, 2.3128, 1.2220], [-0.7417, 1.5188, 0.4671], [-0.6120, 0.3894, -0.1083], [-1.6100, -0.2084, -0.8885], [0.7197, -0.3589, -0.0105], [0.9496, -1.8777, -0.4181], [0.0304, 3.3747, 1.3187], [1.2163, 2.2493, 0.7640], [0.3330, 1.9184, 2.2296], [-2.5100, 0.1605, -0.5965], [-1.5710, -1.2217, -0.8504], [1.5521, 0.3309, 0.1558]],
  "lumo_energy_ha": -0.0321,
  "smiles": "C/N=C(/N)C=S",
  "gap_ha": 0.2909,
  "e_homo_ev": -8.791,
  "energy_ev": -17022.454,
  "fmax_ha_per_bohr": 0.03621
}

[7]
{
  "formula": "C6H10O",
  "method": "the ωB97M-V functional and the def2-TZVPD basis",
  "species": ["C", "C", "C", "C", "C", "C", "O", "H", "H", "H", "H", "H", "H", "H", "H", "H", "H"],
  "coordinates": [[-0.3288, -1.6998, 1.1219], [-0.1836, -0.4890, 0.2712], [-0.4379, 0.8941, 0.8321], [-0.7702, 1.0902, -0.6534], [0.5643, 0.9597, -1.4121], [1.0737, -0.2645, -0.5922], [-1.2651, -0.2708, -0.6956], [-0.1652, -2.6043, 0.5349], [-1.3339, -1.7163, 1.5546], [0.4089, -1.6396, 1.9284], [0.3595, 1.4772, 1.2986], [-1.3597, 0.9393, 1.4258], [-1.4654, 1.9121, -0.6587], [1.1654, 1.8643, -1.3020], [0.5013, 0.7205, -2.4848], [1.2918, -1.1502, -1.1930], [1.9453, -0.0229, 0.0241]],
  "lumo_energy_ha": 0.0385,
  "gap_ha": 0.3963,
  "e_homo_ev": -9.736,
  "energy_ev": -8430.196,
  "fmax_ha_per_bohr": 0.03348
}

[8]
{
  "formula": "C5H6BrF2N2",
  "method": "the ωB97M-V functional and the def2-TZVPD basis",
  "species": ["C", "C", "C", "C", "C", "N", "N", "F", "F", "Br", "H", "H", "H", "H", "H", "H"],
  "coordinates": [[1.7674, -0.0571, 1.3800], [0.4772, -0.3539, 1.5984], [0.5853, 0.4112, -0.4484], [0.2683, 1.0612, -1.7656], [-2.5059, -1.0249, 0.0561], [-0.2237, -0.0592, 0.4816], [1.8299, 0.4784, 0.1539], [-2.5240, -1.0278, -1.2258], [-3.1023, 0.0048, 0.5240], [-0.4140, -1.2538, 2.9928], [2.5333, -0.3739, 1.9182], [-0.5109, 1.7112, -1.5431], [1.2865, 1.3926, -1.9996], [-0.0019, 0.3242, -2.4049], [-2.1136, -1.7971, 0.6061], [2.6484, 0.5640, -0.3236]],
  "lumo_energy_ha": -0.2325,
  "gap_ha": 0.2336,
  "e_homo_ev": -12.685,
  "energy_ev": -83730.156,
  "fmax_ha_per_bohr": 0.11738,
  "total_charge": 1
}